(1)
Computed, not measured: the molecule C3H3NOS in a non-equilibrium geometry, with the ωB97M-V functional and the def2-TZVPD basis.

Output
HOMO energy (spin up / spin down), eV: -8.1522 / -8.1521
LUMO energy (spin up / spin down), eV: -0.742 / -0.741
HOMO-LUMO gap (spin up / spin down), eV: 7.410 / 7.411
E_tot, hartree: -644.1823

Element x y z (Å)
C1 1.18830 0.42074 0.26798
C2 0.08747 -1.38496 0.04565
C3 -0.15022 0.85112 0.05076
N1 -0.80599 -0.43988 -0.27143
O1 0.10590 -2.58289 0.01873
S1 2.60051 1.03049 -0.14365
H1 -0.69804 1.13386 1.01757
H2 -0.57283 1.52785 -0.70654
H3 -1.75510 -0.55632 -0.27906

(2)
Computed, not measured: the molecule C22H17ClN2O9S in a non-equilibrium geometry, with the ωB97M-V functional and the def2-TZVPD basis.

Output
HOMO energy, eV: -9.0761
LUMO energy, eV: -1.605
HOMO-LUMO gap, eV: 7.471
SMILES: COC(=O)c1ccc(CN(c2ccc(C(=O)O)c(O)c2)S(=O)(=O)c2ccc(Cl)c([N+](=O)[O-])c2)cc1
E_tot, hartree: -2492.9153

Element x y z (Å)
C1 -5.34478 -2.48542 -0.29009
O1 -4.21135 -1.99018 -1.00286
C2 -4.35157 -0.57481 -0.96539
O2 -5.36575 0.05741 -0.64171
C3 -2.99470 0.08124 -1.53491
C4 -1.99962 -0.73537 -1.96305
C5 -0.64879 -0.27700 -2.08353
C6 -0.48574 1.30814 -1.78991
C7 0.90940 1.61448 -1.68960
N1 1.64577 1.36351 -0.45262
C8 2.63764 0.58719 -0.19153
C9 2.56877 -0.59828 -0.56280
C10 3.51099 -1.46375 -0.22287
C11 4.76141 -1.09903 0.12101
C12 6.01295 -1.97241 0.46225
O3 6.99462 -1.83345 0.97708
O4 5.76114 -3.10215 0.07579
C13 4.88361 0.31609 0.68009
O5 6.04329 0.74782 1.18358
C14 3.94176 1.22807 0.23940
S1 1.01807 2.49088 0.74226
O6 1.86310 2.32141 1.80865
O7 0.52072 3.63684 0.18464
C15 -0.45634 1.76512 1.29097
C16 -1.48189 2.22465 1.90750
C17 -2.83710 1.79216 2.23558
C18 -2.86127 0.32283 2.04494
Cl1 -4.38286 -0.57710 2.48213
C19 -1.76116 -0.43789 1.80116
N2 -1.90867 -1.82837 1.25074
O8 -2.49609 -2.60169 1.87230
O9 -0.88484 -2.45546 0.61665
C20 -0.55369 0.19996 1.00171
C21 -1.58622 2.04060 -1.55443
C22 -2.72510 1.24432 -1.37390
H1 -5.57500 -3.19538 -1.14433
H2 -6.02490 -1.67166 -0.18598
H3 -5.05812 -3.05946 0.50199
H4 -2.10645 -1.76566 -2.08935
H5 0.12585 -0.82557 -2.48506
H6 0.99393 2.80517 -2.16246
H7 1.47445 1.18367 -2.48707
H8 1.60578 -1.04653 -0.88326
H9 3.55363 -2.43369 -0.87577
H10 6.42928 -3.83071 0.42891
H11 6.68641 0.18220 1.18233
H12 3.89494 2.13289 0.45035
H13 -1.60692 3.44725 2.03710
H14 -3.65583 2.18572 2.55005
H15 0.38156 -0.54311 0.85508
H16 -1.30470 2.97960 -1.42584
H17 -3.54963 2.14492 -0.92591

(3)
Computed, not measured: a 4-piece molecular cluster, C3H14O3S overall in a non-equilibrium geometry, with the ωB97M-V functional and the def2-TZVPD basis.

Output
HOMO energy, eV: -8.5891
LUMO energy, eV: 0.473
HOMO-LUMO gap, eV: 9.062
SMILES: CCCS.O.O.O
E_tot, hartree: -746.5476

Element x y z (Å)
C1 0.19018 1.13872 -2.24624
C2 0.08848 0.08778 -1.09912
C3 0.94451 0.76774 0.04024
S1 0.94993 2.50183 0.71552
H1 -0.32619 0.69132 -3.11402
H2 1.19231 1.40469 -2.57761
H3 -0.43369 1.99172 -2.03107
H4 -0.89695 -0.08651 -0.69062
H5 0.61418 -0.82696 -1.35496
H6 1.96427 0.68684 -0.33248
H7 0.53138 0.19112 0.88799
H8 -0.26416 2.63439 1.26072
O1 -0.81621 0.02731 2.92173
H9 -1.73553 -0.18874 2.76718
H10 -0.57061 0.94708 2.90146
O2 1.70717 -2.05309 2.12256
H11 2.15214 -1.41753 2.69189
H12 0.81707 -2.12649 2.51253
O3 -1.94113 -1.80852 -1.55456
H13 -1.43718 -2.60345 -1.74659
H14 -2.72997 -1.95925 -2.07455

(4)
Computed, not measured: the molecule C4H5N3O in a non-equilibrium geometry, with the ωB97M-V functional and the def2-TZVPD basis.

Output
HOMO energy, eV: -9.4049
LUMO energy, eV: -0.739
HOMO-LUMO gap, eV: 8.666
SMILES: N#CC1=NNC[C@@H]1O
E_tot, hartree: -394.7298

Element x y z (Å)
N1 3.42481 -0.12861 0.29533
C1 2.27228 -0.18729 -0.37322
C2 0.92476 -0.31668 -0.52429
N2 0.16758 -1.32522 -0.86483
N3 -1.07664 -1.17191 -0.39746
C3 -1.25853 -0.06738 0.68697
C4 0.14305 0.70168 0.27906
O1 -0.30994 1.91565 -0.72454
H1 -1.44042 -2.07367 0.06352
H2 -2.01090 0.54520 0.34621
H3 -1.29604 -0.51005 1.78507
H4 0.60019 1.20097 1.17822
H5 -0.14017 1.41731 -1.75004

(5)
Computed, not measured: C25H54AlCl34 as an isolated structure in a non-equilibrium geometry, with the ωB97M-V functional and the def2-TZVPD basis.

Output
Total charge: -1
HOMO energy, eV: -4.7201
LUMO energy, eV: 1.567
HOMO-LUMO gap, eV: 6.287
E_tot, hartree: -16873.8380

Element x y z (Å)
C1 1.59094 -4.76374 1.87911
C2 0.12206 -4.65598 1.32445
C3 -0.11467 -3.14408 0.95774
C4 -0.44990 -2.27410 2.19713
C5 -0.73821 -0.78071 1.83475
C6 0.48872 0.17946 1.78986
Al1 1.82813 -0.15482 0.27242
C7 3.50414 -1.14200 0.92635
C8 3.51182 -1.50967 2.45040
H1 1.57543 -4.78136 2.98264
H2 2.04726 -5.68283 1.47325
H3 2.22239 -3.92855 1.53302
H4 0.09466 -5.18932 0.36363
H5 -0.61916 -5.01767 2.05090
H6 -0.97430 -3.00379 0.26227
H7 0.78476 -2.81710 0.41705
H8 0.27850 -2.40330 3.02069
H9 -1.40950 -2.66936 2.59692
H10 -1.42026 -0.40202 2.63904
H11 -1.32555 -0.74974 0.89857
H12 1.04535 0.24394 2.74579
H13 0.07263 1.20159 1.60925
H14 2.29615 1.23497 -0.42736
H15 1.10713 -1.03308 -0.86207
H16 3.58479 -2.09785 0.36054
H17 4.37920 -0.49675 0.72011
H18 3.74831 -0.65148 3.10733
H19 2.52320 -1.88536 2.76823
H20 4.22965 -2.33537 2.64850
C9 -1.97165 -4.04399 -2.75203
Cl1 -1.23478 -2.60301 -2.04642
Cl2 -1.38912 -5.53534 -2.00088
H21 -3.04756 -3.98762 -2.61863
H22 -1.73218 -4.07468 -3.81046
C10 3.19146 3.54346 1.62680
Cl3 3.53768 2.14769 2.64954
Cl4 4.53084 3.88319 0.52270
H23 2.29916 3.33573 1.04223
H24 3.03216 4.41102 2.26021
C11 -2.80903 0.62568 -4.04841
Cl5 -3.57601 0.98473 -2.49604
Cl6 -2.96952 -1.07871 -4.47077
H25 -3.28126 1.21665 -4.81155
H26 -1.75407 0.87523 -3.98530
C12 -3.88869 -4.28841 3.80424
Cl7 -2.82878 -5.35316 4.73601
Cl8 -3.31412 -4.07925 2.15047
H27 -4.88938 -4.70814 3.79335
H28 -3.88441 -3.30574 4.25963
C13 -2.84836 -0.60720 4.65169
Cl9 -1.34151 0.13291 5.19818
Cl10 -3.67351 -1.47444 5.96078
H29 -3.50631 0.17117 4.27720
H30 -2.61801 -1.31213 3.85631
C14 -4.35865 0.26432 -8.07076
Cl11 -2.97040 0.85638 -7.14586
Cl12 -5.36409 -0.83855 -7.12462
H31 -4.96350 1.11315 -8.37151
H32 -3.99474 -0.26082 -8.94771
C15 0.14124 3.50030 4.31248
Cl13 -1.60988 3.70684 4.17943
Cl14 0.96954 4.06546 2.85909
H33 0.49624 4.07221 5.16321
H34 0.35866 2.44603 4.45338
C16 -2.34736 4.50970 -3.13152
Cl15 -0.64518 4.66544 -2.68973
Cl16 -2.55164 3.72535 -4.70533
H35 -2.84307 3.90497 -2.37842
H36 -2.79720 5.49625 -3.17178
C17 -4.19912 2.13777 6.44795
Cl17 -4.46056 3.66852 7.29499
Cl18 -5.69370 1.54252 5.71022
H37 -3.45791 2.29089 5.67086
H38 -3.84282 1.39979 7.15944
C18 2.59655 -6.64810 -1.62695
Cl19 3.29372 -5.14990 -1.01069
Cl20 3.27674 -8.06744 -0.81574
H39 1.52417 -6.62924 -1.45800
H40 2.80350 -6.72072 -2.68953
C19 6.52858 1.53886 -2.07561
Cl21 8.22364 1.95280 -2.39574
Cl22 6.34550 -0.17204 -1.68426
H41 6.17297 2.12939 -1.23664
H42 5.94130 1.76063 -2.96051
C20 -1.97200 7.01944 7.08953
Cl23 -0.86491 5.64489 7.03742
Cl24 -2.10304 7.68697 8.72159
H43 -1.60212 7.79172 6.42352
H44 -2.95362 6.68782 6.76629
C21 7.72105 -1.81840 -5.11126
Cl25 5.97225 -1.77188 -5.34799
Cl26 8.57161 -0.88964 -6.35438
H45 7.95181 -1.39541 -4.13801
H46 8.05327 -2.85013 -5.15729
C22 4.16713 5.22804 -2.18861
Cl27 4.33850 3.53464 -2.65988
Cl28 2.63767 5.51398 -1.35026
H47 4.98365 5.49157 -1.52402
H48 4.19794 5.84553 -3.08033
C23 7.99663 3.85183 2.84551
Cl29 6.44385 3.63998 3.66245
Cl30 7.81688 3.76474 1.08940
H49 8.40339 4.82283 3.10867
H50 8.67276 3.06659 3.16726
C24 -7.33918 0.75612 -1.20386
Cl31 -7.88467 2.23355 -0.40008
Cl32 -8.46721 0.25768 -2.47103
H51 -6.36734 0.93832 -1.65136
H52 -7.26545 -0.03720 -0.46765
C25 -7.51840 -3.11847 -9.77282
Cl33 -9.22389 -2.85479 -10.15494
Cl34 -6.46133 -2.26361 -10.90216
H53 -7.32303 -2.75447 -8.76920
H54 -7.30635 -4.18072 -9.83148

(6)
Computed, not measured: C20H27FN10O11P2Ti as an isolated structure in a non-equilibrium geometry, with the ωB97M-V functional and the def2-TZVPD basis.

Output
HOMO energy (spin up / spin down), eV: -4.2716 / -8.1268
LUMO energy (spin up / spin down), eV: 0.184 / 0.174
<S²>: 2.035
HOMO-LUMO gap (spin up / spin down), eV: 4.455 / 8.300
2S+1: 3
E_tot, hartree: -3785.8589

Element x y z (Å)
Ti1 0.95090 -0.11983 0.41623
N1 3.56890 2.13987 2.48423
C1 3.48890 0.69407 2.76173
C2 4.34950 0.28317 3.93163
P1 4.08050 -0.00113 1.12203
O1 4.55390 -1.50193 1.45043
O2 5.20790 0.86767 0.71453
O3 2.88790 -0.13253 0.21473
P2 1.71740 0.20387 2.85133
O4 1.43690 0.35847 4.43353
O5 0.96990 1.24467 2.06333
O6 1.44980 -1.18593 2.36273
H1 4.48520 2.31477 2.02983
H2 3.40820 2.73777 3.29603
H3 2.85450 2.35767 1.68203
H4 5.40160 0.49647 3.73403
H5 4.23160 -0.78823 4.07933
H6 4.04860 0.78327 4.85233
H7 5.46700 -1.50833 1.73753
H8 0.59660 -0.05433 4.63773
F1 0.12340 -1.36343 -3.61177
C3 0.66670 -0.14483 -3.84397
C4 1.67090 0.27627 -3.03757
N2 2.24740 1.50817 -3.19117
C5 2.98050 2.04977 -2.07557
C6 2.10610 2.02867 -0.79647
O7 2.53880 2.65567 0.18173
O8 1.02970 1.37517 -0.85947
C7 1.84370 2.36697 -4.19947
O9 2.31760 3.47017 -4.34727
N3 0.88980 1.85587 -5.04317
C8 0.16480 0.65757 -4.93677
O10 -0.73370 0.41557 -5.71237
H9 2.05270 -0.36183 -2.24677
H10 3.28220 3.07187 -2.31397
H11 3.86460 1.44387 -1.84667
H12 0.60820 2.47107 -5.80007
C9 -5.14760 1.39037 -0.23617
N4 -4.10390 1.04507 0.71573
N5 -3.12450 0.16147 0.23783
C10 -1.86350 0.60737 0.63993
O11 -0.80300 -0.07253 0.46593
C11 -2.07300 1.81527 1.34653
C12 -3.41320 2.08017 1.35693
C13 -4.16410 3.19127 1.99343
C14 -3.46250 -1.09263 -0.25217
C15 -2.63190 -1.72853 -1.17997
C16 -2.98600 -2.96803 -1.67217
C17 -4.16620 -3.58193 -1.27387
C18 -4.98740 -2.95243 -0.35077
C19 -4.64480 -1.71813 0.16123
H13 -5.47720 0.48927 -0.75097
H14 -4.79410 2.11407 -0.97867
H15 -5.98670 1.81397 0.31253
H16 -1.28540 2.38917 1.79823
H17 -3.49820 3.74847 2.64563
H18 -4.99350 2.79807 2.58153
H19 -4.56830 3.87197 1.24323
H20 -1.72500 -1.23983 -1.50577
H21 -2.34190 -3.44433 -2.39577
H22 -4.44130 -4.54273 -1.68017
H23 -5.90080 -3.42833 -0.02637
H24 -5.27370 -1.23863 0.89593
N6 -0.56610 -4.80063 0.47813
N7 0.28250 -3.81473 0.06003
N8 1.54020 -4.00513 -0.26647
C20 1.95650 -2.79593 -0.56177
N9 0.97320 -1.87093 -0.42287
N10 -0.11220 -2.54783 -0.02317
H25 -0.47180 -5.63413 -0.09607
H26 -1.51240 -4.43073 0.44293
H27 2.95840 -2.57363 -0.87677